(1)
{
  "formula": "C32H79Cd2F12N5O8P2S2",
  "method": "ωB97M-V/def2-TZVPD",
  "species": ["H", "C", "H", "H", "C", "F", "H", "C", "H", "F", "H", "F", "F", "C", "H", "H", "H", "H", "H", "H", "N", "C", "H", "C", "C", "H", "H", "C", "H", "O", "F", "H", "H", "H", "H", "H", "H", "C", "H", "C", "C", "F", "H", "H", "C", "H", "H", "F", "H", "H", "O", "F", "H", "H", "H", "H", "N", "H", "H", "C", "F", "H", "C", "H", "H", "C", "C", "C", "S", "C", "H", "C", "H", "H", "H", "O", "Cd", "F", "H", "H", "C", "F", "H", "H", "H", "C", "H", "H", "C", "C", "H", "H", "H", "P", "C", "H", "H", "H", "O", "H", "H", "O", "H", "H", "O", "H", "H", "P", "C", "C", "H", "C", "N", "H", "H", "C", "H", "H", "H", "H", "H", "H", "H", "C", "O", "F", "H", "H", "H", "N", "S", "C", "O", "C", "N", "H", "H", "H", "C", "Cd", "H", "H"],
  "xyz": [[22.44790, -4.61977, 2.64827], [19.37708, -0.25030, -1.62572], [15.11500, 1.70109, 2.63820], [25.47326, -0.19260, 3.70326], [23.75281, -0.60494, 2.33761], [14.29900, -0.74768, 1.82906], [23.32622, -3.36009, 4.33976], [20.27869, 2.03074, 4.20857], [21.39337, -4.14082, 1.32159], [15.70036, -1.16497, 0.06876], [22.93816, -0.60962, 6.22379], [22.35084, -3.83027, 6.59470], [14.04287, -0.46892, -1.37740], [18.94197, 1.51188, 6.84746], [12.64215, -0.34583, 9.61744], [15.19630, -3.92492, -0.42941], [18.11150, 1.41205, -2.23192], [18.57770, 2.42956, 6.38352], [13.91305, -1.88907, 7.81593], [18.62070, -6.50331, 2.26625], [18.47017, -1.45096, -1.78963], [16.02184, 0.25977, 4.82323], [23.53400, -2.83271, 1.33776], [18.58197, 1.00527, -1.33462], [15.83126, -3.68900, 2.09287], [21.20316, -3.47438, -2.39106], [25.04894, 1.05750, 2.72353], [13.98038, -0.79673, 7.88222], [17.50155, -5.84614, -1.26593], [17.50118, 4.69735, 4.98873], [21.28645, -2.15953, 5.40290], [13.46624, -1.51016, 4.21995], [15.23891, 0.22104, 4.06196], [23.87608, 0.53428, 4.11494], [21.05527, -2.28199, -1.07166], [21.67224, 1.79859, 2.53628], [19.46140, 1.72393, 7.78005], [17.77934, -0.65491, -4.16832], [16.16317, 1.28803, 5.15379], [21.84562, -3.80163, 2.26221], [21.81197, 1.32740, 5.96495], [20.85914, -2.38504, 7.62229], [11.84834, -0.65397, 8.15657], [15.08149, 3.38948, 1.86530], [25.20474, -3.00364, 3.38945], [18.58052, -4.84825, 0.47523], [25.72359, -2.24180, 2.80405], [20.68489, -4.31452, 5.08160], [20.91919, 3.41835, 2.69311], [12.63033, 0.87613, 8.25016], [19.32390, -1.49609, 3.27881], [12.67848, 0.04660, 0.39058], [22.64293, 1.72117, 5.37285], [25.89505, -3.34986, 4.15437], [15.64459, -2.63648, 3.90797], [12.37043, -1.97674, 5.61338], [14.29654, -0.15513, 6.60466], [14.86373, -3.27393, 1.80319], [20.01656, 2.87554, 4.85213], [19.33087, -2.49695, -2.41754], [14.78448, 0.90950, 0.26719], [15.49423, -4.62494, 2.55311], [17.66484, -6.06240, 1.96657], [15.92130, -5.72311, -1.88353], [15.50804, -1.65897, 5.65104], [15.57489, 2.67469, 2.51978], [20.52210, -3.01276, -1.67655], [17.96534, -4.69477, 1.36231], [19.34862, -1.06283, 1.88025], [19.61235, 0.47524, 5.94452], [16.72247, -2.01406, -2.77658], [23.88469, -2.49882, 3.99246], [16.85778, -0.44456, -4.71060], [16.88187, -0.22170, 4.35969], [15.28557, -5.39991, 0.27403], [20.57658, -0.25111, 1.88963], [21.15248, -0.86490, 3.80491], [20.41429, -4.64853, 7.34338], [19.94800, -0.45709, -0.72428], [16.92407, -4.25857, -1.94234], [12.74676, -0.16302, 8.54992], [19.21901, -3.07048, 6.24917], [14.81750, -0.62111, 8.56287], [21.96523, -0.17317, 7.59662], [18.36367, 0.26442, -4.15408], [22.61364, -2.55934, 1.86255], [20.95184, -3.65590, 2.86130], [18.76808, -3.31805, -2.87248], [15.53394, -0.61508, 5.98190], [21.30460, 2.55425, 3.23432], [24.12668, -1.79072, 4.78122], [20.00741, -0.05066, -2.49107], [17.32275, -3.14297, 3.62870], [20.79266, -3.39519, 6.37426], [16.67488, -5.14160, -1.34951], [23.45849, 0.52880, 7.25142], [12.40232, 0.55853, 6.22759], [17.13932, -6.82495, 1.39230], [17.78195, 3.50120, 2.83079], [18.52447, -4.11412, 2.08690], [17.21275, 2.60401, 1.04177], [16.21597, 5.49714, 3.07864], [19.78530, -0.49164, 6.41147], [22.26235, 2.91204, 3.62740], [15.71255, 3.22904, 3.83857], [19.38160, 1.80555, 3.62948], [17.96639, 1.08530, 7.10122], [14.16959, -0.57884, 0.23226], [16.40879, -2.78866, 3.14834], [17.38933, -1.14621, -2.76900], [11.80687, -0.92401, 4.38349], [12.71087, -1.19352, 4.93671], [20.73076, 0.90706, 5.04730], [24.98772, -3.79067, 2.66478], [18.83360, 0.19237, 5.22637], [24.56667, 0.27699, 3.31548], [16.30260, -0.57166, 6.76010], [19.24076, 1.80731, -0.98842], [22.07470, -1.91055, 1.17859], [23.02134, 0.04570, 1.86316], [24.44244, -0.95967, 1.56988], [13.55735, 0.87364, 5.02249], [20.23468, -3.79862, -0.97032], [22.52078, 0.24848, 6.75726], [18.12258, -0.43168, 1.37337], [13.52662, -2.07390, 0.09226], [17.14094, -5.99666, 2.92218], [21.49537, 2.13636, 6.62545], [16.68155, -1.78821, 2.80962], [16.73545, -3.96083, 0.96015], [16.82872, 4.40700, 3.76123], [15.97032, -4.62562, -0.09956], [19.39571, -2.22135, 0.99068], [13.20228, 0.07064, 5.66921], [23.01545, -1.71723, 3.05287], [17.82547, 0.95820, -0.55394], [18.33661, -1.38427, -4.75382], [16.70776, -0.43436, -2.29696], [17.06755, 2.51182, 2.11709], [17.59049, -2.02205, 0.14291], [19.75023, -2.10144, -3.35234], [17.43413, 1.52762, 2.41320]],
  "forces_ev_per_a": [[0.074, 0.153, 0.213], [-1.331, 0.225, 1.417], [-0.355, 0.245, -0.260], [-0.433, -0.539, 0.358], [1.007, 0.690, 1.692], [0.336, 0.021, -0.275], [-0.220, 0.268, 0.424], [0.382, 1.157, 0.109], [0.219, -0.323, -0.008], [-1.118, 0.218, -0.240], [-0.713, 0.000, -0.625], [-0.157, 0.807, -0.573], [0.633, -0.004, 0.042], [-0.562, -0.366, 0.319], [0.573, 0.322, 0.106], [0.329, 0.374, -0.111], [-0.100, -0.114, 0.023], [0.711, 0.144, -0.305], [-0.344, -0.150, -0.097], [0.044, -0.050, -0.210], [1.326, 0.199, -2.233], [-1.080, -0.758, 0.135], [-0.063, -0.176, 0.000], [-0.117, 1.189, -0.229], [-0.545, -0.190, 0.683], [0.061, 0.099, 0.012], [-0.808, 0.710, 0.288], [0.266, 0.664, 0.313], [0.240, 0.352, 0.443], [-0.370, -0.991, -0.599], [-0.057, -0.885, 1.304], [-0.084, -0.397, 0.061], [0.149, 0.249, -0.153], [0.434, 0.780, 0.155], [0.020, 0.171, -0.282], [-0.587, -0.062, -0.315], [0.079, 0.095, -0.059], [-0.136, -0.288, 0.189], [0.259, -0.100, -0.165], [-0.749, -0.233, -1.500], [2.065, 0.335, -0.606], [0.323, 0.151, -0.124], [-0.033, 0.067, -0.148], [-0.375, -0.241, 0.057], [-0.474, 0.224, -0.786], [0.051, 0.307, -0.013], [0.022, 0.127, 0.218], [0.215, -0.195, -0.671], [-0.272, -0.249, -0.164], [0.321, 0.179, 0.524], [-3.772, -1.464, 0.352], [0.659, -0.321, 0.166], [-0.406, 0.461, -0.266], [-0.175, -0.175, 0.069], [0.069, -0.094, 0.084], [0.497, -0.122, 0.141], [0.299, 0.299, 0.036], [0.373, 0.283, -0.826], [-0.184, -0.100, 0.099], [0.311, 0.178, -1.698], [0.499, -0.109, 0.333], [0.440, -0.239, -0.020], [0.587, -0.435, 1.099], [-0.080, 0.293, -0.228], [-0.201, -0.161, 0.041], [1.450, 0.036, 0.096], [0.074, -0.943, 1.156], [-0.990, -1.276, 0.041], [0.069, 0.058, 0.265], [-1.876, -0.093, -1.586], [0.346, -0.303, -0.509], [0.709, 0.610, -0.590], [-0.009, 0.021, 0.016], [0.328, 0.329, 0.179], [0.649, -0.376, 0.579], [-0.485, 1.502, -3.406], [3.192, 1.637, 2.008], [-0.056, 0.440, -0.277], [0.537, -0.038, -0.324], [0.399, -0.328, -0.327], [-0.851, -1.078, -0.992], [0.242, 0.818, -0.706], [0.265, 0.042, -0.205], [-0.390, -0.064, -0.293], [-0.026, 0.020, 0.138], [0.298, -0.449, 1.128], [0.260, 0.324, 0.514], [-0.525, -0.081, 0.808], [0.388, 0.314, 0.656], [1.384, -0.008, -0.504], [-0.221, -0.362, 0.418], [0.115, -0.500, -0.058], [-0.188, -0.348, 0.111], [-0.536, -2.761, 2.856], [-0.468, 0.289, 0.063], [-0.241, 1.130, -0.169], [-0.174, -0.282, -0.076], [-0.013, 0.382, -0.494], [0.641, 1.418, 0.382], [-0.011, 0.126, -0.077], [0.048, 0.293, 0.055], [0.485, -0.178, -0.394], [0.658, 0.334, 0.483], [-0.345, 0.110, 0.725], [0.228, 1.127, 1.056], [0.006, -0.548, 0.328], [0.220, -0.364, 0.364], [-3.425, 0.807, -0.736], [0.449, 0.354, 0.427], [-0.949, 0.218, 0.393], [0.141, -0.016, -0.277], [-0.512, 1.192, -0.181], [0.024, 0.137, 1.813], [0.223, -0.296, 0.258], [-0.091, 0.067, 0.004], [0.183, -0.879, -0.944], [-0.012, -0.189, 0.099], [0.273, -0.197, -0.063], [-0.297, -0.072, 0.117], [-0.178, -0.229, -0.153], [-0.225, -0.378, -0.064], [-0.214, -0.314, -0.530], [0.048, 0.030, 0.027], [0.360, -1.254, 1.296], [0.176, 3.075, 2.066], [0.865, 0.199, 0.511], [-0.135, 0.247, -0.082], [-0.272, -0.024, -0.047], [-0.326, -0.014, -0.375], [0.172, 0.310, -0.468], [-0.911, -0.695, -0.140], [-1.346, -0.590, -0.267], [4.146, -1.726, 0.606], [0.118, -0.232, 0.731], [1.474, -0.227, -2.495], [-0.060, -0.545, -0.062], [-0.050, -0.082, 0.041], [0.312, 0.349, -0.062], [-1.020, -0.975, -0.495], [-2.435, -2.348, -2.411], [-0.094, 0.636, 0.190], [0.033, 0.174, 0.121]],
  "mulliken_charge": [0.459, -0.224, -0.072, 0.334, -0.936, -0.398, 0.393, -0.446, 0.332, -1.166, -0.080, -0.363, -0.381, -1.508, 0.380, 0.271, 0.374, 0.180, 0.381, 0.494, 1.695, 1.240, 0.787, -1.239, -2.166, 0.558, 0.485, -0.424, 0.251, -0.536, -0.696, -0.104, 0.215, 0.158, 0.111, 0.077, 0.418, -1.584, 0.684, -1.009, -0.882, -0.369, 0.312, 0.588, -1.670, 0.022, 0.273, -0.328, 0.461, 0.364, -1.360, -0.401, 0.383, 0.447, 0.107, 0.317, 0.334, 0.607, 0.503, -0.927, -0.388, 0.632, -1.881, 0.493, 0.430, -0.226, -1.233, 0.419, 2.574, 0.850, 0.386, -0.795, 0.475, -1.864, 0.495, -2.020, 2.608, -0.347, -0.193, -0.006, -1.362, -0.199, 0.384, 0.375, 0.270, -0.993, -0.409, 0.625, -1.407, -1.535, 0.327, 0.529, 0.339, 1.487, -1.103, 0.462, 0.621, 0.309, -0.229, -0.285, 0.258, -0.596, 0.262, 0.342, -0.352, -0.445, 0.433, 1.607, 0.794, -0.657, 0.420, -0.684, 2.206, 0.321, -1.144, -1.496, 0.570, 0.504, 0.451, 0.149, 0.694, 0.118, 0.041, -1.300, -0.892, -0.386, 0.355, 0.455, -0.862, 1.244, 1.024, -0.901, -2.423, -0.714, 1.872, -0.292, 0.325, 0.264, 0.809, 3.418, 0.522, -0.650],
  "lumo_ev": 0.018,
  "relative_energy_ev": 0.000
}



(2)
{
  "formula": "C29H35F3N4O2P2V",
  "method": "ωB97M-V/def2-TZVPD",
  "species": ["N", "H", "C", "F", "H", "H", "H", "H", "H", "V", "C", "H", "H", "C", "H", "C", "C", "C", "C", "C", "C", "P", "H", "O", "N", "H", "F", "C", "F", "C", "H", "H", "C", "C", "H", "C", "C", "H", "H", "N", "C", "H", "C", "C", "H", "H", "H", "H", "H", "C", "O", "C", "H", "C", "C", "H", "H", "H", "C", "H", "C", "N", "C", "C", "H", "H", "C", "H", "H", "H", "H", "H", "H", "C", "C", "P"],
  "xyz": [[-1.89275, 1.11880, -2.22134], [-3.47261, -2.88316, -1.97640], [1.12149, 2.47652, 3.54701], [-2.57214, -2.00102, 8.12308], [0.85282, 2.72834, 2.50643], [-0.03555, -1.27872, 2.11072], [1.04014, -0.22604, -4.94781], [5.32912, 1.94311, -1.38750], [-1.55490, 0.38836, 1.33806], [0.03437, -0.17030, 4.57493], [0.58687, -0.10823, -3.95299], [1.60002, -0.78753, 6.61184], [0.63565, 0.96418, -3.70568], [-1.19983, 1.79968, 4.36786], [-2.24195, 4.28326, -3.11817], [0.36890, -0.26362, 1.95406], [2.36772, -3.60115, -3.25275], [1.67232, 1.09854, 3.71156], [3.62442, 0.55832, -1.61635], [4.73066, 1.30697, -3.45957], [-5.11999, -2.25704, -3.37565], [1.56714, -0.97847, -2.63864], [-2.38274, 0.30755, 3.42356], [-0.60694, 0.60191, 6.74164], [-3.35988, -0.91821, -2.85803], [2.58866, -1.33049, -5.60696], [-1.23917, -0.56941, 9.12970], [-1.45941, 0.89981, 3.33651], [-3.13668, 0.11906, 8.25236], [-0.77486, 0.75653, 2.02186], [2.49452, 1.03196, 4.44119], [2.62532, -1.02255, 5.12031], [1.63441, -1.15718, 5.57246], [-2.12967, 2.08561, -3.19858], [-0.89791, -1.66822, -4.33699], [-4.18880, -0.21326, -3.74503], [4.67410, 1.36291, -2.02775], [2.05729, -3.86832, -2.25331], [3.39028, 0.22992, -4.88224], [3.01614, -0.00056, -2.75263], [-1.71995, 3.15764, -1.23931], [1.30276, -2.21067, 5.53443], [2.90703, -4.36427, -4.28546], [-2.07235, 3.34673, -2.61575], [0.26869, 2.79411, 5.53096], [5.44073, 1.80347, -4.10657], [-1.56907, 3.92612, -0.49397], [-5.79529, -3.10024, -3.42669], [-0.43150, 1.72308, 1.63232], [-1.33515, -0.43665, 6.73085], [-1.50491, -1.25572, 5.76654], [-0.07850, 2.76012, 4.48075], [-2.02819, 1.96734, 5.06723], [-2.08918, -0.73580, 8.08364], [1.46665, -0.03010, 2.92168], [2.15772, -0.86892, 3.07124], [0.76439, -0.27436, 0.92065], [3.12208, -5.42380, -4.26053], [3.11109, -3.48543, -5.40058], [-0.47146, 3.76687, 4.28881], [-1.58093, 1.79541, -1.03869], [2.23191, -2.27427, -3.68556], [-3.95193, -2.17862, -2.63892], [3.69033, 0.48713, -3.87804], [3.22683, 0.32489, -0.64059], [-1.25234, 1.22541, -0.19407], [-5.27329, -1.01187, -4.08034], [-3.97340, 0.79559, -4.05338], [-1.46175, -0.02941, -4.71342], [-2.30058, 1.81357, -4.22975], [3.53145, -3.73866, -6.36646], [1.91283, 3.18863, 3.84670], [-6.07306, -0.74180, -4.75357], [-0.86915, -0.61733, -3.99583], [2.65953, -2.22706, -5.01554], [-1.70856, -0.62902, -2.33352]],
  "forces_ev_per_a": [[1.052, 0.645, 0.462], [-0.076, -0.002, -0.047], [-0.342, 1.211, 0.022], [0.331, 1.012, 0.062], [0.287, -0.181, 0.540], [0.032, 0.031, -0.017], [-0.093, 0.036, 0.429], [-0.152, -0.217, -0.076], [0.267, 0.148, 0.240], [0.004, -1.431, 2.983], [-0.377, 0.074, 0.212], [0.235, -0.294, -0.298], [-0.170, -0.242, 0.024], [-1.482, -0.834, -1.769], [-0.006, 0.004, -0.047], [-0.195, 0.193, -0.847], [0.387, 0.102, -1.060], [0.910, -0.954, -1.211], [0.343, 0.269, -1.086], [-1.107, -0.702, 0.230], [0.672, 0.436, 0.142], [1.992, -0.289, -2.191], [0.285, 0.426, 0.077], [-0.721, -1.750, -0.839], [-0.515, -0.931, -0.135], [0.080, -0.181, 0.062], [-0.771, -0.167, -0.698], [-0.965, 1.324, 1.323], [0.713, -0.579, -0.104], [-0.062, -0.073, -1.006], [-0.425, -0.095, -0.431], [-0.088, -0.268, 0.370], [-0.830, -0.265, -0.126], [0.061, 0.653, 0.638], [0.058, 0.309, 0.026], [-0.437, -1.031, -0.011], [-0.531, -0.457, 0.031], [0.097, -0.030, -0.079], [0.127, 0.080, 0.307], [0.262, 0.954, 0.575], [0.078, -0.839, -0.229], [0.532, 0.096, 0.265], [-0.333, 0.953, 0.539], [0.200, -1.358, 0.097], [-0.168, -0.179, -0.379], [-0.127, -0.050, 0.093], [0.002, -0.094, -0.101], [0.131, 0.092, 0.113], [-0.215, -0.365, 0.107], [0.125, 0.074, 0.166], [0.757, 1.711, 0.780], [0.607, 0.549, 0.078], [0.561, -0.452, 0.042], [0.101, -0.192, 0.006], [1.189, 1.247, 1.158], [-0.327, 0.364, -0.026], [-0.101, -0.161, 0.274], [-0.022, 0.166, 0.105], [-0.634, 0.783, 0.863], [0.056, -0.010, -0.047], [-0.441, 0.576, -0.892], [-0.708, -0.851, 0.070], [-0.440, 0.797, -0.740], [0.528, 0.491, 0.772], [0.137, 0.042, 0.002], [-0.154, 0.121, -0.060], [1.182, 0.031, 0.745], [-0.038, -0.196, 0.112], [0.153, -0.286, 0.265], [-0.010, 0.138, 0.213], [-0.147, 0.062, 0.181], [-0.267, -0.307, -0.258], [0.041, 0.033, 0.125], [0.056, -0.397, -0.055], [0.164, -1.070, 0.166], [-1.317, 1.552, -1.227]],
  "mulliken_charge": [0.389, 0.371, -1.102, -0.250, 0.259, 0.489, 0.490, 0.405, 0.596, 0.590, -0.723, 0.327, 0.485, -0.453, 0.455, 0.031, -0.492, 0.013, -0.412, -0.663, -0.569, 0.042, 0.435, -0.646, 0.317, 0.272, -0.247, -0.479, -0.257, -0.300, 0.359, 0.526, -1.504, -0.081, 0.502, -0.100, -0.581, 0.377, 0.177, 0.400, -0.517, 0.334, -0.596, -1.175, 0.357, 0.422, 0.466, 0.405, 0.215, 0.770, -0.753, -0.548, 0.321, 0.691, -0.619, 0.439, -0.197, 0.402, -0.733, 0.483, -0.017, 0.321, -0.424, -0.072, 0.369, -0.324, -0.594, 0.285, 0.523, 0.483, 0.431, 0.449, 0.435, -1.198, -0.096, -0.186],
  "lumo_ev": [0.070, -0.381],
  "multiplicity": 4
}